Below is a 2-piece molecular cluster, C27H39N3P overall at a distorted geometry, with properties calculated with ωB97M-V/def2-TZVPD.

Results
Gap between HOMO and LUMO in eV: 5.27
E_LUMO in eV: -4.7
Charge: +1
Energy relative to the best compared isomer or geometry (same formula, charge and spin) in kJ/mol: 0.00
E in Eh: -1557.61951
F_max in eV/A: 1.745
Spin multiplicity: 1

Element x y z (Å)
C  3.075  0.657  1.693
C  3.084  -0.801  1.576
N  4.238  -1.492  1.448
C  4.001  -2.862  1.450
C  2.609  -3.047  1.594
C  2.162  -4.338  1.838
C  3.070  -5.401  1.800
C  4.438  -5.197  1.585
C  4.926  -3.897  1.433
C  1.987  -1.706  1.582
C  0.635  -1.358  1.595
C  -0.411  -2.350  1.503
C  -0.397  -3.360  0.503
C  -1.378  -4.344  0.469
C  -2.381  -4.387  1.441
C  -3.386  -5.498  1.400
C  -2.426  -3.386  2.420
C  -1.500  -2.353  2.419
H  2.049  1.031  1.678
H  3.530  1.000  2.634
H  3.646  1.118  0.878
H  5.151  -1.052  1.401
H  1.119  -4.506  2.085
H  2.707  -6.412  1.958
H  5.120  -6.045  1.550
H  5.982  -3.686  1.298
H  0.359  -0.321  1.788
H  0.406  -3.356  -0.234
H  -1.362  -5.102  -0.316
H  -4.145  -5.369  2.178
H  -3.899  -5.523  0.428
H  -2.901  -6.473  1.558
H  -3.224  -3.420  3.167
H  -1.571  -1.552  3.160
C  2.182  3.457  -3.078
C  1.571  3.555  -1.687
C  2.362  2.768  -0.654
C  1.617  5.044  -1.305
N  0.189  3.053  -1.725
C  -0.306  2.334  -2.876
C  -1.787  2.052  -2.641
N  -2.141  2.609  -1.357
C  -3.531  2.571  -0.883
C  -4.446  2.221  -2.047
C  -3.991  3.953  -0.392
C  -3.652  1.573  0.265
P  -0.784  2.775  -0.389
H  -0.431  1.369  0.102
H  1.581  4.015  -3.808
H  3.189  3.894  -3.089
H  2.277  2.420  -3.411
H  2.045  2.996  0.372
H  2.258  1.689  -0.816
H  3.429  3.013  -0.730
H  1.191  5.257  -0.319
H  2.661  5.394  -1.286
H  1.099  5.664  -2.050
H  -0.203  2.925  -3.792
H  0.240  1.393  -3.046
H  -2.362  2.524  -3.443
H  -1.993  0.971  -2.702
H  -4.262  1.212  -2.423
H  -5.499  2.267  -1.739
H  -4.320  2.937  -2.869
H  -3.401  4.341  0.444
H  -3.972  4.691  -1.205
H  -5.036  3.896  -0.050
H  -3.105  1.906  1.156
H  -4.707  1.464  0.543
H  -3.272  0.589  -0.028